Density functional theory data (the ωB97M-V functional and the def2-TZVPD basis) for a single C5H9NO molecule.

```
16
Properties=species:S:1:pos:R:3:forces:R:3
C -0.920084 -1.640814 0.191808 -0.37 -0.14 -0.11
O 0.406340 -1.253149 0.447887 0.03 0.03 -0.07
C 0.544603 0.104928 0.110524 -0.40 0.41 -0.83
C -0.062471 0.473016 -1.387943 0.72 0.37 0.40
C -0.087513 1.020186 1.183685 -0.11 0.08 -0.17
C 2.021198 0.323576 0.095091 0.72 0.30 -0.36
N 3.163742 0.503782 0.064333 -1.24 -0.16 0.08
H -1.614236 -1.278287 0.961653 0.10 -0.25 0.02
H -1.163123 -1.143378 -0.748048 -0.74 -1.04 0.36
H -0.950731 -2.725320 0.107111 -0.07 0.08 0.07
H -0.966670 0.036674 -1.869192 0.57 -0.08 1.09
H 0.712350 0.278415 -2.124769 0.25 0.27 0.05
H -0.318543 1.528065 -1.360099 0.43 0.27 -0.08
H 0.253362 2.047975 1.041468 -0.09 -0.07 -0.05
H 0.155320 0.728205 2.214732 0.15 -0.17 -0.45
H -1.173544 0.996126 1.071758 0.06 0.08 0.03
```
Forces are in eV/Å.

Energy relative to the best compared isomer or geometry (same formula, charge and spin) = 230.5 kJ/mol
HOMO-LUMO gap = 11.149 eV
SMILES = COC(C)(C)C#N